Record 1
99
Properties=species:S:1:pos:R:3 method="wB97M-V/def2-TZVPD" e_homo_ha=-0.349 total_energy_ev=-122145.249 lumo_ev=-1.8 gap_ev=7.731 de_lowest_kcal_mol=0.0 charge=0
C 4.95 1.65 4.52
N 3.68 1.90 3.81
C 3.06 3.12 4.25
N 1.80 3.41 3.51
S 2.05 4.06 2.00
O 2.88 3.25 1.19
O 0.82 4.51 1.47
F 2.86 5.29 2.44
S 0.70 2.11 3.52
O 0.87 1.40 4.74
O 0.80 1.34 2.33
C -0.98 2.87 3.69
F -0.89 3.71 4.73
F -1.34 3.55 2.62
C -2.09 1.81 4.03
F -2.11 1.55 5.34
F -3.25 2.43 3.72
C -2.09 0.49 3.21
F -3.30 -0.08 3.40
F -1.17 -0.37 3.63
F -1.97 0.75 1.91
H 5.07 0.58 4.60
H 5.76 2.08 3.92
H 4.99 2.14 5.49
H 3.91 1.94 2.83
H 3.72 3.99 4.10
H 2.86 3.04 5.31
C 0.43 -1.58 -2.76
C -0.85 -1.43 -3.09
C -1.70 -0.44 -2.40
O -2.87 -0.30 -2.70
C -1.09 0.38 -1.33
C 0.19 0.23 -1.00
C 1.05 -0.76 -1.69
O 2.22 -0.89 -1.38
H 1.08 -2.30 -3.24
H -1.31 -2.02 -3.87
H -1.73 1.10 -0.85
H 0.66 0.83 -0.23
C -1.43 2.02 -5.10
C -1.81 2.67 -6.20
C -1.05 3.84 -6.69
O -1.39 4.44 -7.69
C 0.14 4.27 -5.91
C 0.51 3.61 -4.81
C -0.24 2.44 -4.33
O 0.10 1.83 -3.33
H -1.97 1.16 -4.72
H -2.68 2.37 -6.77
H 0.68 5.13 -6.29
H 1.38 3.91 -4.23
C -6.45 1.96 -2.90
C -5.17 2.13 -3.23
C -4.66 3.44 -3.70
O -3.50 3.60 -4.00
C -5.63 4.56 -3.79
C -6.91 4.40 -3.46
C -7.42 3.08 -2.99
O -8.59 2.93 -2.70
H -6.84 1.02 -2.56
H -4.45 1.33 -3.16
H -5.24 5.51 -4.13
H -7.64 5.20 -3.52
C 1.83 -2.00 -7.43
C 0.68 -1.77 -6.79
C -0.20 -2.89 -6.39
O -1.25 -2.68 -5.80
C 0.23 -4.27 -6.73
C 1.37 -4.49 -7.37
C 2.26 -3.38 -7.78
O 3.30 -3.58 -8.36
H 2.49 -1.20 -7.74
H 0.35 -0.78 -6.53
H -0.44 -5.07 -6.42
H 1.70 -5.49 -7.63
C 2.82 -4.46 3.34
C 3.26 -3.31 3.83
C 3.57 -2.16 2.95
O 3.96 -1.10 3.39
C 3.38 -2.34 1.49
C 2.94 -3.50 0.99
C 2.63 -4.65 1.88
O 2.23 -5.70 1.42
H 2.59 -5.31 3.96
H 3.40 -3.16 4.89
H 3.61 -1.49 0.86
H 2.79 -3.65 -0.07
C 1.07 -3.36 7.18
C -0.09 -3.12 7.77
C -1.00 -4.22 8.17
O -2.06 -4.00 8.71
C -0.55 -5.61 7.89
C 0.61 -5.85 7.29
C 1.52 -4.75 6.89
O 2.58 -4.97 6.35
H 1.75 -2.57 6.88
H -0.43 -2.11 7.99
H -1.23 -6.40 8.19
H 0.96 -6.86 7.07

=====

Record 2
78
Properties=species:S:1:pos:R:3 method="wB97M-V/def2-TZVPD" e_homo_ha=-0.155 total_energy_ev=-119046.952 lumo_ev=2.6 gap_ev=6.864 de_lowest_kcal_mol=4.0 charge=-1
Ni -0.36 0.96 0.31
C -2.92 -5.05 1.93
C -2.56 -3.87 2.58
C -2.09 -2.79 1.86
C -1.97 -2.85 0.47
C -2.34 -4.04 -0.17
C -2.81 -5.12 0.55
P -1.38 -1.33 -0.40
C -0.85 -2.03 -2.01
C -1.13 -1.37 -3.20
C -0.56 -1.79 -4.40
C 0.29 -2.89 -4.43
C 0.58 -3.55 -3.24
C 0.03 -3.12 -2.04
C -3.00 -0.55 -0.77
C -3.99 -1.26 -1.39
C -5.27 -0.70 -1.60
C -5.52 0.57 -1.16
C -4.53 1.34 -0.51
C -4.80 2.66 -0.07
C -3.81 3.38 0.52
C -2.51 2.84 0.68
C -2.19 1.57 0.28
C -3.23 0.79 -0.32
H -3.29 -5.89 2.50
H -2.65 -3.80 3.66
H -1.83 -1.87 2.37
H -2.26 -4.12 -1.25
H -3.09 -6.03 0.03
H -1.76 -0.50 -3.18
H -0.79 -1.25 -5.31
H 0.72 -3.22 -5.36
H 1.25 -4.40 -3.25
H 0.28 -3.63 -1.12
H -3.81 -2.28 -1.72
H -6.04 -1.27 -2.09
H -6.50 1.01 -1.30
H -5.79 3.07 -0.21
H -4.01 4.40 0.86
H -1.75 3.48 1.12
O -1.53 0.43 2.83
C -0.51 0.65 2.19
C 0.79 0.56 3.01
C 0.78 0.30 4.38
C 1.97 0.19 5.07
C 3.19 0.32 4.40
C 3.21 0.58 3.04
C 2.01 0.71 2.35
P 1.78 1.13 0.60
C 2.41 2.84 0.47
C 2.70 3.35 -0.79
C 3.09 4.67 -0.93
C 3.19 5.50 0.18
C 2.90 4.99 1.44
C 2.50 3.67 1.58
C 3.07 0.20 -0.30
C 4.43 0.50 -0.21
C 5.36 -0.25 -0.90
C 4.95 -1.30 -1.71
C 3.60 -1.59 -1.83
C 2.66 -0.84 -1.13
H -0.18 0.19 4.87
H 1.97 -0.01 6.13
H 4.12 0.22 4.94
H 4.15 0.69 2.52
H 2.60 2.72 -1.66
H 3.29 5.07 -1.92
H 3.49 6.53 0.07
H 2.97 5.63 2.31
H 2.26 3.29 2.57
H 4.75 1.34 0.39
H 6.42 -0.01 -0.82
H 5.68 -1.88 -2.26
H 3.26 -2.39 -2.48
H 1.60 -1.04 -1.23
O -0.22 3.84 -2.22
S -0.27 2.41 -2.59
N -0.25 1.33 -1.59